No. 1
This record from OMol25 describes a cluster of 2 separate species, C11H15NO in total at a distorted geometry. The level of theory is ωB97M-V/def2-TZVPD.

```
28
Properties=species:S:1:pos:R:3:nbo_charge:R:1
C 2.21279 1.90163 2.55587 -0.2246
C 2.19483 0.48009 2.57341 -0.1962
C 1.62333 2.63551 1.53085 -0.2080
C 1.56764 -0.17827 1.45575 -0.2779
C 0.92859 1.95717 0.52575 -0.2696
C 1.00132 0.59814 0.51951 -0.0078
C 0.17940 -0.35466 -1.20650 0.5070
C -1.75890 -1.02349 -2.33446 -0.6256
C -1.91260 0.26382 -0.11371 -0.6129
C -1.28807 -2.11445 -0.07170 -0.5967
C -1.25103 -0.79063 -0.87623 -0.1502
N 1.00523 -0.95214 -2.06431 -0.3811
O 0.56945 0.45291 -2.25813 -0.3973
H 2.72304 2.31932 3.48411 0.2166
H 2.62064 -0.00678 3.36368 0.2063
H 1.60597 3.68702 1.63287 0.2139
H 1.48133 -1.30057 1.22072 0.2172
H 0.53978 2.42197 -0.34649 0.2234
H -1.78985 -0.03771 -2.77853 0.2231
H -2.61017 -1.66969 -2.50933 0.2185
H -1.13161 -1.79077 -2.86652 0.2365
H -1.84185 1.17643 -0.61564 0.2106
H -3.03829 0.07698 -0.13762 0.2168
H -1.56441 0.55325 0.92306 0.2409
H -1.98333 -1.96901 0.73929 0.2183
H -0.27404 -2.37092 0.31887 0.2136
H -1.78405 -2.94316 -0.68285 0.2153
H 1.97487 -1.02201 -1.98173 0.3698
```

Values from the calculation:
total energy = -15181.787 eV
spin multiplicity = 1
LUMO = 0.850 eV
relative energy (zero: lowest compared OMol25 entry of this formula, charge and spin) = 141.5 kcal per mole


No. 2
This record from OMol25 describes an isolated molecule of C11H15NO3 at a distorted geometry. The level of theory is ωB97M-V/def2-TZVPD.

```
30
Properties=species:S:1:pos:R:3:nbo_charge:R:1
C 0.85368 -2.30231 2.15277 -0.6102
C -0.19707 -1.39119 1.52431 -0.4411
C -0.03104 0.10196 1.77040 -0.1383
N -0.63730 0.60512 2.95576 0.5144
O -0.13391 1.49674 3.60851 -0.3936
O -1.73637 0.12917 3.11071 -0.4002
C -0.80779 1.03725 0.50663 0.3321
C -0.69008 2.50357 0.77807 -0.6586
O -2.08845 0.47051 0.56075 -0.7031
C -0.15940 0.51741 -0.77578 -0.0564
C 1.11294 0.85079 -1.19963 -0.2254
C 1.43199 0.81518 -2.56974 -0.2053
C 0.59733 0.19160 -3.52492 -0.2126
C -0.49779 -0.47122 -3.03717 -0.2101
C -0.96952 -0.08829 -1.79862 -0.1977
H 0.92727 -2.12026 3.24298 0.2076
H 0.50881 -3.36912 1.98930 0.2177
H 1.77214 -2.20713 1.52999 0.2056
H -0.00509 -1.71670 0.45383 0.2354
H -1.28539 -1.65626 1.89688 0.2500
H 1.02881 0.37254 1.74492 0.2122
H -0.37066 2.97465 -0.11449 0.2356
H -0.03755 2.68620 1.55116 0.2399
H -1.67953 2.80684 1.05970 0.2196
H -2.67830 0.95911 1.07372 0.4829
H 1.80078 1.13665 -0.41722 0.2102
H 2.46784 1.11084 -2.93629 0.2182
H 1.02527 -0.05764 -4.48476 0.2164
H -1.07528 -1.05555 -3.77618 0.2174
H -2.02758 -0.30526 -1.57938 0.2375
```

Values from the calculation:
total energy = -19278.325 eV
spin multiplicity = 1
LUMO = 0.331 eV
SMILES = CC[C@H]([N+](=O)[O-])[C@](C)(O)c1ccccc1
relative energy (zero: lowest compared OMol25 entry of this formula, charge and spin) = 108.1 kcal per mole


No. 3
This record from OMol25 describes an isolated molecule of C11H15NOS at a distorted geometry. The level of theory is ωB97M-V/def2-TZVPD.

```
29
Properties=species:S:1:pos:R:3:nbo_charge:R:1
C -1.60911 1.34859 2.83527 0.2961
C 1.30000 1.25225 0.71930 -0.4283
C 1.38074 -0.22784 1.13140 -0.1977
C -1.12661 1.97731 0.48028 -0.4169
C -1.65871 -0.36128 -0.68473 -0.5413
C 0.09389 1.36097 -0.20730 -0.2007
C -1.76185 1.11680 1.57058 -0.4502
C 0.64078 -0.95855 0.31879 0.0314
C -0.11958 -0.04804 -0.69765 -0.1049
C 0.39278 -2.40477 0.25269 -0.6716
C 0.39339 -0.41595 -2.02404 -0.6233
N -1.37878 1.57583 4.02421 -0.7025
O -3.93890 -0.14114 0.57296 -0.6823
S -2.56458 -0.47769 0.96173 1.2067
H 0.96532 1.89383 1.51405 0.2162
H 2.15728 1.62000 0.30570 0.2130
H 1.98598 -0.70865 1.88947 0.2149
H -0.69683 1.02572 4.49524 0.3622
H -0.89382 2.98591 0.87345 0.2504
H -1.92505 2.21248 -0.28111 0.2022
H -2.01551 0.41878 -1.28690 0.2388
H -1.89807 -1.29771 -1.01201 0.2190
H 0.27695 2.05912 -1.05606 0.2144
H 0.64091 -2.86843 1.14414 0.2279
H 1.09381 -2.94740 -0.48803 0.2324
H -0.69518 -2.70512 0.18605 0.2129
H 1.44036 -0.81121 -1.85862 0.2302
H 0.67493 0.52831 -2.58988 0.2204
H -0.27428 -1.06314 -2.66505 0.2306
```

Values from the calculation:
total energy = -26014.857 eV
spin multiplicity = 3
LUMO (spin up / spin down) = 0.576 / -3.303 eV
relative energy (zero: lowest compared OMol25 entry of this formula, charge and spin) = 41.2 kcal per mole


No. 4
This record from OMol25 describes a cluster of 2 separate species, C11H15NS in total at a distorted geometry. The level of theory is ωB97M-V/def2-TZVPD.

```
28
Properties=species:S:1:pos:R:3:nbo_charge:R:1
C -0.99677 3.81311 -2.57103 -0.6321
C -0.66374 2.98099 -1.37761 -0.0800
C 0.06631 3.37774 -0.30447 -0.0359
N 0.13444 2.41031 0.68578 -0.5406
C -0.67481 1.36181 0.23938 0.1554
C -1.35057 0.40755 0.99732 -0.2440
C -2.00670 -0.57694 0.27747 -0.2177
C -2.27631 -0.46267 -1.09633 -0.2422
C -1.80656 0.67703 -1.75116 -0.1928
C -1.14070 1.66981 -1.04291 -0.0997
H -0.45123 4.75762 -2.52321 0.2170
H -1.98997 4.23936 -2.36399 0.2210
H -0.97371 3.36071 -3.55550 0.2225
H 0.67972 4.26275 -0.41220 0.2089
H 0.41810 2.50153 1.63471 0.4100
H -1.31418 0.47463 2.07190 0.2133
H -2.32270 -1.48299 0.75689 0.2121
H -2.90388 -1.08434 -1.71655 0.2169
H -2.03624 0.75133 -2.80523 0.2063
C 2.75861 -2.03087 1.69393 -0.7731
S 1.86995 -3.59039 1.71710 0.2014
C 2.15401 -4.39134 0.12700 -0.7612
H 3.60706 -1.95683 2.37679 0.2163
H 3.02182 -1.60230 0.72731 0.2308
H 2.09026 -1.25977 2.07415 0.2228
H 1.77164 -4.01700 -0.82128 0.2191
H 1.92283 -5.42428 0.37906 0.2330
H 3.21605 -4.44878 -0.16520 0.2124
```

Values from the calculation:
total energy = -23974.481 eV
spin multiplicity = 1
LUMO = 0.800 eV
SMILES = Cc1c[nH]c2ccccc12.CSC
relative energy (zero: lowest compared OMol25 entry of this formula, charge and spin) = 34.0 kcal per mole


No. 5
This record from OMol25 describes a structure of composition C11H16AlO2 at a distorted geometry. The level of theory is ωB97M-V/def2-TZVPD.

```
30
Properties=species:S:1:pos:R:3:nbo_charge:R:1
C -3.71850 1.75222 -3.04149 -0.6348
C -2.36679 1.23856 -2.42868 -0.0478
C -2.35115 0.96438 -1.00017 -0.2215
C -1.13349 0.43632 -0.35976 -0.2371
C 0.07950 0.18936 -1.10934 0.0063
C 1.40290 -0.40427 -0.54609 -1.0194
Al 1.68271 -0.19722 1.45768 1.8865
C 3.25527 0.98850 2.01027 -1.2684
O 0.29347 -0.45161 2.61968 -0.9903
C 0.31950 -1.72189 3.28729 -0.0736
C 1.35140 -2.67968 2.51203 -0.0699
O 2.35808 -1.89208 1.91419 -0.9472
C 0.03175 0.50913 -2.55224 -0.2021
C -1.15360 1.02717 -3.20986 -0.2507
H -3.57991 2.42052 -3.92196 0.2097
H -4.33582 2.22357 -2.22968 0.2112
H -4.28870 0.82068 -3.32811 0.2093
H -3.26543 1.12729 -0.38291 0.2008
H -1.17284 0.21899 0.73087 0.2495
H 2.24329 0.16335 -1.04941 0.2107
H 1.49408 -1.47033 -0.87750 0.2357
H 4.18554 0.51266 1.57480 0.2133
H 3.19464 2.01626 1.56531 0.1948
H 3.42529 0.99311 3.12196 0.2146
H 0.59861 -1.57553 4.37298 0.1302
H -0.77029 -2.02372 3.26085 0.1424
H 0.73156 -3.32686 1.82453 0.1203
H 1.71845 -3.42281 3.28917 0.1273
H 0.92776 0.33952 -3.20153 0.2008
H -1.15724 1.22442 -4.30286 0.1995
```

Values from the calculation:
total energy = -22361.133 eV
spin multiplicity = 1
total charge = -1
LUMO = 3.095 eV
relative energy (zero: lowest compared OMol25 entry of this formula, charge and spin) = 26.9 kcal per mole


No. 6
This record from OMol25 describes a structure of composition C11H16BrCl22GaIO2S at a distorted geometry. The level of theory is ωB97M-V/def2-TZVPD.

```
55
Properties=species:S:1:pos:R:3:nbo_charge:R:1
O -2.67838 -0.19411 2.14179 -0.8811
S -3.04145 0.14369 0.72407 1.9451
O -1.90077 0.90483 0.12974 -0.8461
Cl -4.75373 1.33271 0.71060 -0.2295
C -3.25504 -1.38203 -0.32424 -0.5803
C -3.21244 -0.98328 -1.85516 -0.4200
C -1.73559 -0.88831 -2.46530 -0.4192
C -1.42296 0.50536 -3.18640 -0.9167
Ga 0.43393 1.29560 -2.80724 0.9562
Br 0.22770 3.16601 -1.21786 -0.5485
I 2.24420 -0.46151 -2.08909 -0.2896
H -4.31189 -1.73738 -0.11388 0.2374
H -2.48866 -2.14276 -0.01723 0.2671
H -3.78603 -0.02864 -2.03346 0.2250
H -3.79413 -1.78835 -2.40575 0.2141
H -0.94223 -1.20496 -1.73433 0.2161
H -1.71217 -1.67140 -3.28961 0.1966
H -1.47193 0.32794 -4.30646 0.2102
H -2.21674 1.23762 -2.84405 0.2187
H 0.98254 1.98875 -4.15650 -0.3406
C -7.10844 1.63814 4.08221 -0.2832
Cl -8.29820 2.94770 4.10617 0.0049
Cl -6.21518 1.58133 5.60635 0.0202
Cl -7.89773 0.08722 3.76429 0.0076
H -6.40247 1.83233 3.27970 0.2372
C -4.82675 1.10534 9.33533 -0.2827
Cl -4.27938 2.00484 7.91531 0.0351
Cl -5.57396 2.19399 10.51256 0.0106
Cl -5.95521 -0.17266 8.86727 0.0202
H -3.96155 0.64266 9.80018 0.2287
C 4.25841 2.18717 -5.34926 -0.2803
Cl 2.89948 1.73885 -6.38908 0.0152
Cl 3.70351 3.07424 -3.92512 0.0508
Cl 5.17307 0.74965 -4.87033 0.0056
H 4.91858 2.83527 -5.91715 0.2178
C 0.89913 -3.27289 0.88035 -0.3177
Cl 1.82998 -4.73790 0.52348 -0.0391
Cl 1.32880 -2.63669 2.47671 -0.0155
Cl 1.16831 -2.03636 -0.38996 -0.0254
H -0.15648 -3.53780 0.89239 0.2046
C 5.12240 2.98204 -0.08920 -0.2896
Cl 6.42677 3.66553 -1.07536 -0.0173
Cl 3.93471 4.22696 0.31755 0.0174
Cl 4.34647 1.63318 -0.92840 0.0413
H 5.55466 2.60773 0.83411 0.2176
C -0.73288 -6.75296 -1.88359 -0.2802
Cl -0.12827 -5.88956 -3.30144 0.0317
Cl -1.43939 -5.62328 -0.72318 0.0118
Cl -1.91652 -7.97997 -2.35822 0.0056
H 0.10417 -7.25272 -1.40527 0.2314
C 10.50215 2.29540 -0.63845 -0.2838
Cl 11.08953 3.16264 -2.06410 0.0099
Cl 9.78386 3.41988 0.52135 0.0200
Cl 9.33600 1.05186 -1.10394 0.0312
H 11.34823 1.80904 -0.16287 0.2236
```

Values from the calculation:
total energy = -432610.481 eV
spin multiplicity = 1
total charge = -1
LUMO = 1.356 eV


No. 7
This record from OMol25 describes a structure of composition C11H16Cl3NOPbSe at a distorted geometry. The level of theory is ωB97M-V/def2-TZVPD.

```
34
Properties=species:S:1:pos:R:3:nbo_charge:R:1
C 1.44121 -0.46678 0.47372 0.1379
C 1.48931 0.67657 -0.38362 0.1273
C 0.81503 0.34187 -1.59323 0.1239
C 2.19249 1.93100 -0.11664 -0.7340
C 0.31585 -0.98776 -1.46311 0.1736
C 0.73107 -1.49706 -0.20490 0.0597
C 0.57588 -2.87028 0.29704 -0.6553
C 2.09312 -0.59151 1.78593 -0.6944
C 0.75713 1.18578 -2.79106 -0.6908
C -0.45185 -1.70804 -2.48285 -0.6911
Pb -1.97348 1.47891 1.34934 1.3962
Cl -0.29609 4.13252 -0.11977 -0.8800
Cl -0.03468 1.60689 3.11708 -0.8065
Cl -2.31810 1.24921 -1.25800 -0.7761
H 2.53821 1.94967 0.91802 0.2353
H 1.46569 2.76135 -0.22550 0.3415
H 3.01173 2.07687 -0.83543 0.2143
H 0.60741 2.22868 -2.48668 0.2923
H -0.08952 0.90241 -3.42472 0.2420
H 1.69081 1.10529 -3.36844 0.2092
H -1.26758 -1.08054 -2.84899 0.2712
H -0.88326 -2.60864 -2.04867 0.2203
H 0.19257 -1.98920 -3.32326 0.2077
H -0.30048 -3.33465 -0.15990 0.2303
H 0.45023 -2.85329 1.38487 0.2446
H 1.46723 -3.46798 0.05617 0.2055
H 2.02114 0.37243 2.31500 0.2929
H 3.14898 -0.90244 1.66347 0.2100
H 1.55511 -1.34049 2.38326 0.2351
O -1.70337 -0.69966 1.45390 -1.2427
H -1.74945 -0.99419 2.38059 0.4479
Se -7.23383 1.04207 3.89729 -0.4565
C -5.65549 1.13720 3.09121 0.0665
N -4.60301 1.21379 2.56784 -0.5576
```

Values from the calculation:
total energy = -123367.684 eV
spin multiplicity = 1
total charge = -2
LUMO (spin up / spin down) = 2.462 / 2.426 eV


No. 8
This record from OMol25 describes the ion C11H16FINO2S with charge +1. The level of theory is ωB97M-V/def2-TZVPD.

```
33
Properties=species:S:1:pos:R:3:nbo_charge:R:1
C 3.28543 1.69893 1.00521 -0.2606
C 2.02576 2.12341 1.05785 -0.3135
C 0.90410 1.28261 0.61663 0.1962
N 0.69519 0.84870 -0.60005 -0.3878
C 1.55641 1.17197 -1.74591 -0.4272
C -0.46803 -0.04489 -0.75619 0.0855
I -1.56966 0.59899 -2.54218 0.2086
C 0.02100 -1.49248 -1.08993 0.1583
F -1.06285 -2.32185 -0.87423 -0.3412
C 1.22318 -2.03464 -0.33682 -0.4499
C 1.01908 -2.33205 1.15816 -0.6294
C -1.33298 0.04860 0.51822 -0.4044
C -2.64231 0.83179 0.48532 -0.5551
C -3.81741 -0.07785 0.17817 0.8013
O -3.76403 -1.25998 0.28557 -0.5085
O -4.91254 0.57642 -0.28951 -0.7121
S -0.22682 0.79703 1.77907 0.4695
H 3.51992 0.71335 0.61975 0.2035
H 4.10076 2.30049 1.38047 0.2396
H 1.78046 3.06521 1.53227 0.2640
H 1.25798 2.12528 -2.17478 0.2459
H 1.48148 0.37860 -2.48280 0.2393
H 2.58846 1.23548 -1.42192 0.2371
H 0.24230 -1.52515 -2.15787 0.1932
H 2.09478 -1.39533 -0.48665 0.2046
H 1.45804 -2.97570 -0.83589 0.2473
H -0.02339 -2.54587 1.38456 0.2225
H 1.58052 -3.22811 1.41876 0.2408
H 1.39740 -1.53993 1.80076 0.2043
H -1.54982 -0.96121 0.86039 0.3073
H -2.83214 1.24262 1.48356 0.2543
H -2.62796 1.68105 -0.18994 0.2593
H -5.40228 1.01449 0.41995 0.5074
```

Values from the calculation:
total energy = -38897.802 eV
spin multiplicity = 1
total charge = +1
LUMO = -4.313 eV